Record 1
DFT (wB97M-V/def2-TZVPD) results for a 4-piece molecular cluster, C38H58N6O15PSi overall.

As for the total charge: +1. Its energy relative to the best compared isomer or geometry (same formula, charge and spin) is 0.00 kcal per mole. The value obtained for the HOMO-LUMO gap is 8.03 eV. The calculation puts the LUMO energy at -3.468 eV.

XYZ file:
```
119
C38H58N6O15PSi wB97M-V/def2-TZVPD
C -3.072 -0.857 -4.154
O -1.960 -0.066 -3.741
C -2.184 1.324 -3.833
C -1.200 2.072 -2.955
C 0.220 1.492 -3.068
C 0.481 0.416 -1.997
C 1.949 0.294 -1.539
C 2.662 -0.533 -2.605
C 2.272 -1.965 -2.759
N 1.370 -2.544 -2.084
O 2.633 1.540 -1.537
C 2.395 2.362 -0.399
N 2.096 3.710 -0.826
C 3.672 2.451 0.475
C 3.783 3.714 1.329
O 4.404 3.278 2.557
C 4.677 4.804 0.644
N 5.993 4.914 1.247
N 1.338 1.861 0.513
C 0.023 2.511 0.407
O -1.010 1.631 0.773
C -2.086 2.369 1.377
O -3.201 1.585 1.515
C -3.932 1.339 0.315
C -5.409 1.571 0.537
O -5.740 2.954 0.448
C 1.431 0.520 0.729
N 1.036 -0.041 1.872
P 0.478 0.572 3.356
O 1.150 -0.197 4.397
O 0.753 2.111 3.495
O -1.072 0.344 3.367
N 2.001 -0.291 -0.176
Si 3.544 -1.128 0.349
C 3.567 -2.956 -0.063
C 3.807 -1.080 2.218
C 5.127 -0.407 -0.368
H -2.730 -1.653 -4.797
H -3.493 -1.335 -3.272
H -3.819 -0.284 -4.691
H -2.042 1.652 -4.867
H -3.215 1.562 -3.566
H -1.199 3.104 -3.298
H -1.559 2.025 -1.934
H 0.974 2.269 -3.115
H 0.240 0.996 -4.034
H 0.165 -0.518 -2.432
H -0.200 0.547 -1.162
H 3.747 -0.467 -2.554
H 2.408 -0.052 -3.548
H 2.821 -2.505 -3.532
H 1.260 -3.517 -2.359
H 2.925 4.066 -1.288
H 1.364 3.715 -1.527
H 4.546 2.342 -0.158
H 3.686 1.632 1.185
H 2.819 4.121 1.607
H 3.909 3.644 3.296
H 4.727 4.613 -0.430
H 4.194 5.755 0.838
H 6.428 5.788 0.996
H 6.585 4.135 0.995
H 0.012 3.378 1.064
H -0.168 2.886 -0.592
H -2.317 3.277 0.809
H -1.782 2.664 2.379
H -3.742 0.320 -0.019
H -3.623 2.000 -0.492
H -5.929 1.039 -0.261
H -5.706 1.211 1.512
H -5.525 3.242 -0.446
H 1.147 -1.047 1.900
H 1.674 2.197 3.796
H -1.401 0.842 4.140
H 3.959 -3.108 -1.062
H 4.217 -3.469 0.639
H 2.583 -3.402 0.013
H 3.830 -0.066 2.605
H 3.080 -1.673 2.757
H 4.795 -1.509 2.342
H 5.724 0.068 0.402
H 4.998 0.325 -1.159
H 5.714 -1.219 -0.783
C 1.138 -3.562 -6.165
C -0.115 -3.185 -5.928
C -1.127 -3.160 -7.016
O -2.269 -2.814 -6.799
C -0.688 -3.572 -8.372
C 0.566 -3.948 -8.607
C 1.579 -3.974 -7.522
O 2.722 -4.316 -7.729
H 1.894 -3.590 -5.391
H -0.457 -2.880 -4.945
H -1.442 -3.546 -9.148
H 0.908 -4.251 -9.589
C -1.417 -3.036 4.150
C -2.031 -2.528 3.084
C -2.845 -3.380 2.183
O -3.399 -2.908 1.211
C -2.956 -4.822 2.514
C -2.345 -5.333 3.579
C -1.526 -4.482 4.483
O -0.969 -4.946 5.452
H -0.815 -2.430 4.819
H -1.965 -1.483 2.824
H -3.558 -5.424 1.844
H -2.412 -6.381 3.840
C -4.236 0.878 7.095
C -5.223 -0.006 7.221
C -5.612 -0.900 6.095
O -6.508 -1.704 6.211
C -4.857 -0.765 4.821
C -3.876 0.124 4.705
C -3.488 1.005 5.825
O -2.572 1.797 5.693
H -3.935 1.535 7.902
H -5.785 -0.121 8.139
H -5.151 -1.421 4.011
H -3.304 0.260 3.796
```

***

Record 2
DFT (wB97M-V/def2-TZVPD) results for C38H58NP2SbSi2TeZr as an isolated structure.

As for the total charge: +4. The value obtained for the HOMO-LUMO gap is 5.93 eV. The calculation puts the LUMO energy at -12.924 eV.

XYZ file:
```
104
C38H58NP2SbSi2TeZr wB97M-V/def2-TZVPD
Zr 0.332 0.082 -0.493
N 3.195 1.614 0.197
P 3.061 -0.039 -0.246
C 4.527 -1.022 0.255
C 5.149 -1.786 -0.741
C 6.401 -2.316 -0.513
C 7.113 -1.896 0.570
C 6.530 -1.077 1.554
C 5.209 -0.643 1.440
C 2.991 -0.171 -2.069
C 3.832 0.441 -2.957
C 3.564 0.457 -4.287
C 2.442 -0.183 -4.733
C 1.591 -0.906 -3.920
C 1.908 -0.908 -2.548
P 1.618 2.111 0.551
C 1.753 3.440 1.708
C 1.502 4.706 1.231
C 1.859 5.745 2.037
C 2.451 5.522 3.278
C 2.767 4.278 3.691
C 2.410 3.213 2.925
C 0.938 2.579 -1.012
C -0.490 2.794 -1.096
C -1.112 3.180 -2.317
C -0.263 3.306 -3.415
C 1.122 3.141 -3.374
C 1.724 2.738 -2.176
H 4.016 2.247 0.223
H 4.683 -1.854 -1.725
H 6.820 -3.022 -1.213
H 8.134 -2.166 0.732
H 7.100 -0.920 2.470
H 4.833 -0.019 2.268
H 4.730 0.955 -2.641
H 4.239 0.919 -5.005
H 2.274 -0.057 -5.784
H 0.841 -1.576 -4.268
H 1.413 -1.671 -1.918
H 0.949 4.840 0.304
H 1.606 6.743 1.761
H 2.799 6.454 3.805
H 3.366 4.110 4.602
H 2.643 2.231 3.261
H -1.084 2.830 -0.192
H -2.118 3.512 -2.285
H -0.645 3.596 -4.385
H 1.767 3.234 -4.233
H 2.766 2.581 -2.081
C -1.365 -4.204 2.525
Si 0.088 -3.004 2.361
C 0.647 -2.514 0.607
C 1.621 -3.402 3.294
C -0.349 -1.287 2.978
Te -1.298 0.256 1.976
C -3.210 -0.707 1.667
Si -4.348 -0.368 3.116
C -4.717 1.478 2.995
C -3.448 -0.591 4.735
C -5.744 -1.435 2.650
H -1.274 -5.172 2.067
H -2.358 -3.863 2.109
H -1.409 -4.337 3.594
H 0.926 -3.331 -0.083
H 1.445 -1.806 0.753
H -0.201 -1.955 0.142
H 1.751 -4.462 3.625
H 1.687 -2.796 4.187
H 2.528 -3.057 2.746
H 0.641 -0.819 3.110
H -0.778 -1.464 3.987
H -2.894 -1.767 1.373
H -3.718 -0.302 0.828
H -3.665 1.895 3.107
H -5.240 1.851 3.833
H -5.228 1.870 2.075
H -2.943 0.318 5.036
H -2.772 -1.384 4.858
H -4.243 -0.703 5.434
H -6.131 -1.111 1.640
H -6.519 -1.539 3.375
H -5.396 -2.437 2.458
C -1.829 0.384 -4.925
C -2.418 -0.767 -4.188
Sb -2.130 -0.665 -2.064
C -3.604 0.921 -1.662
C -5.058 0.390 -1.591
C -3.124 -2.539 -1.619
C -2.185 -3.691 -1.306
H -2.143 0.306 -5.987
H -0.714 0.367 -4.899
H -2.227 1.325 -4.569
H -2.091 -1.714 -4.529
H -3.554 -0.774 -4.243
H -3.451 1.544 -2.548
H -3.331 1.553 -0.768
H -5.413 -0.012 -2.524
H -5.615 1.316 -1.322
H -5.184 -0.283 -0.755
H -3.709 -2.622 -2.568
H -3.716 -2.281 -0.752
H -1.377 -3.830 -2.031
H -2.658 -4.657 -1.206
H -1.813 -3.487 -0.337
```

***

Record 3
DFT (wB97M-V/def2-TZVPD) results for C38H59N4O6PRuSe as an isolated structure.

As for the total charge: -1. The spin multiplicity is 6. Its energy relative to the best compared isomer or geometry (same formula, charge and spin) is 9.37 kcal per mole. The expectation value of S² is 8.761. The value obtained for the HOMO-LUMO gap (alpha / beta) is 6.22 / 6.17 eV. The calculation puts the LUMO energy (alpha / beta) at 2.345 / 2.189 eV.

XYZ file:
```
110
C38H59N4O6PRuSe wB97M-V/def2-TZVPD
Ru 0.349 0.825 1.110
O 0.955 3.215 -0.701
C 0.928 4.289 0.212
C 1.503 3.982 1.585
N 0.915 2.874 2.348
C -0.412 3.209 2.875
C -1.469 3.184 1.754
O -2.324 4.054 1.693
O -1.340 2.185 0.954
C 1.845 2.446 3.397
C 1.677 0.995 3.873
O 2.166 0.699 4.954
O 1.115 0.192 3.045
H 1.623 2.538 -0.446
H -0.103 4.645 0.274
H 1.536 5.125 -0.166
H 1.444 4.907 2.179
H 2.560 3.751 1.450
H -0.411 4.187 3.369
H -0.700 2.439 3.595
H 1.828 3.118 4.261
H 2.853 2.468 2.976
C -5.041 -0.278 -1.937
N -3.719 -0.903 -1.978
N -2.665 -0.018 -1.760
C -1.730 -0.603 -0.936
O -0.603 -0.115 -0.721
C -2.279 -1.868 -0.556
C -3.474 -1.996 -1.172
C -4.485 -3.077 -1.057
C -2.422 1.026 -2.693
C -1.864 2.218 -2.256
C -1.569 3.196 -3.196
C -1.862 3.004 -4.539
C -2.445 1.817 -4.957
C -2.715 0.816 -4.037
H -5.045 0.573 -2.614
H -5.287 0.058 -0.926
H -5.777 -1.002 -2.280
H -1.808 -2.563 0.115
H -4.066 -3.907 -0.494
H -4.802 -3.424 -2.043
H -5.357 -2.725 -0.503
H -1.656 2.376 -1.205
H -1.104 4.112 -2.858
H -1.636 3.779 -5.261
H -2.673 1.659 -6.004
H -3.139 -0.130 -4.350
C 4.295 -1.179 1.871
C 3.633 -1.594 0.548
C 4.538 -2.622 -0.142
C 2.315 -2.291 0.937
P 3.257 -0.025 -0.441
N 2.182 0.858 0.259
C 2.769 -0.517 -2.205
C 3.932 -0.862 -3.144
C 1.829 -1.733 -2.181
C 1.948 0.640 -2.801
C 4.825 1.035 -0.548
C 4.610 2.127 -1.610
C 6.139 0.308 -0.849
C 4.976 1.803 0.777
H 4.341 -2.055 2.523
H 3.708 -0.419 2.391
H 5.317 -0.828 1.730
H 4.675 -3.465 0.543
H 5.527 -2.230 -0.377
H 4.099 -3.019 -1.056
H 2.511 -2.933 1.800
H 1.921 -2.917 0.142
H 1.544 -1.590 1.255
H 4.551 -1.676 -2.763
H 4.578 -0.012 -3.355
H 3.510 -1.192 -4.098
H 2.351 -2.663 -1.963
H 1.389 -1.834 -3.178
H 1.016 -1.594 -1.473
H 2.529 1.545 -2.965
H 1.100 0.884 -2.163
H 1.555 0.319 -3.771
H 4.636 1.748 -2.630
H 5.415 2.862 -1.514
H 3.663 2.647 -1.456
H 6.091 -0.313 -1.743
H 6.457 -0.315 -0.013
H 6.922 1.056 -1.008
H 4.058 2.343 1.002
H 5.791 2.526 0.665
H 5.208 1.167 1.626
C -6.859 -4.078 1.909
C -5.613 -3.248 2.069
C -4.399 -3.824 2.414
C -3.242 -3.066 2.591
C -1.967 -3.750 2.998
C -3.284 -1.670 2.414
Se -1.770 -0.581 2.811
C -4.505 -1.083 2.014
C -4.588 0.396 1.756
C -5.640 -1.871 1.867
H -6.631 -5.143 1.976
H -7.341 -3.899 0.944
H -7.595 -3.848 2.684
H -4.348 -4.898 2.570
H -2.135 -4.813 3.187
H -1.546 -3.277 3.886
H -1.196 -3.646 2.228
H -3.741 0.738 1.156
H -4.519 0.960 2.690
H -5.528 0.657 1.262
H -6.575 -1.394 1.579
```

***

Number 1: molecular weight 897.969 g/mol. Number 2: molecular weight 987.593 g/mol. Number 3: molecular weight 878.916 g/mol.